--- 1 ---
The following is a DFT calculation (wB97M-V/def2-TZVPD) of the ion C5H13N2 with charge +1.

Values from the calculation:
SMILES string: C[NH2+]/C=C\CCN
Net charge: +1
Frontier orbital gap (eV): 9.13
Spin multiplicity: 1

The geometry in XYZ format:
```
20
C5H13N2 wB97M-V/def2-TZVPD
C 2.19593 1.39986 -0.92535
N 1.19411 0.31212 -0.94620
C 1.24438 -0.50203 0.34945
C 0.28004 -0.42985 1.28238
C -1.17779 -0.85428 1.33108
C -2.14632 -0.15335 0.39448
N -1.54974 0.00372 -0.97372
H 2.69164 1.44137 -1.89374
H 2.96344 1.19545 -0.18663
H 1.76770 2.36645 -0.69231
H 1.29603 -0.41512 -1.65353
H 0.23265 0.70013 -0.99384
H 2.23437 -0.94688 0.35907
H 0.66540 -0.14843 2.26709
H -1.20201 -1.94583 1.26590
H -1.57241 -0.63725 2.32335
H -2.15330 0.89495 0.69550
H -3.11961 -0.63518 0.34369
H -1.06527 -0.84735 -1.25377
H -2.31316 0.09005 -1.63260
```



--- 2 ---
The following is a DFT calculation (wB97M-V/def2-TZVPD) of the ion C5H13N2 with charge +1.

Values from the calculation:
SMILES string: NC[C@H]1CCC[NH2+]1
Net charge: +1
Frontier orbital gap (eV): 11.38
Spin multiplicity: 1

The geometry in XYZ format:
```
20
C5H13N2 wB97M-V/def2-TZVPD
N 0.05430 -1.92544 -1.32009
C -0.93168 -0.96574 -0.79527
C -0.31454 0.43365 -0.72082
C -0.90755 1.30477 0.37186
C -0.04081 1.10540 1.63690
C 1.03633 0.08250 1.26359
N 1.12132 0.22505 -0.23186
H 0.05683 -1.90845 -2.33697
H -0.23691 -2.86460 -1.07043
H -1.83527 -0.92785 -1.41426
H -1.23387 -1.29742 0.20087
H -0.20142 0.86195 -1.71271
H -0.97948 2.35410 0.12409
H -1.92879 1.00859 0.63115
H 0.43570 2.01491 1.99654
H -0.63379 0.82372 2.50019
H 0.76863 -0.93686 1.49348
H 2.02889 0.30262 1.65242
H 1.52754 -0.62476 -0.64145
H 1.65120 1.06665 -0.45563
```



--- 3 ---
The following is a DFT calculation (wB97M-V/def2-TZVPD) of the ion C5H13N2 with charge +1.

Values from the calculation:
SMILES string: CCCCNC=[NH2+]
Net charge: +1
Frontier orbital gap (eV): 10.62
Spin multiplicity: 1

The geometry in XYZ format:
```
20
C5H13N2 wB97M-V/def2-TZVPD
C -1.61080 -0.71954 -1.31197
C -0.48010 -1.72191 -0.98417
C 0.90086 -1.17453 -0.64696
C 1.07182 0.32477 -0.23302
N 1.08288 0.54404 1.20872
C 0.59901 1.52471 1.92579
N -0.34923 2.33543 1.50375
H -1.24626 -0.02313 -2.09704
H -1.70271 -0.01063 -0.48309
H -2.56328 -1.16381 -1.55739
H -0.41716 -2.48792 -1.76756
H -0.80509 -2.28991 -0.07022
H 1.41242 -1.95202 -0.00200
H 1.52751 -1.28292 -1.52082
H 0.11399 0.68880 -0.58849
H 1.86451 0.78243 -0.85176
H 1.39833 -0.24557 1.75670
H 0.99310 1.75884 2.91415
H -0.94121 2.12975 0.70860
H -0.84859 2.98311 2.09678
```



Pick the most stable structure from those above. Pick: 2